Molecular formula: C5H13NO2
Method: DFT, wB97M-V/def2-TZVPD

Positions of all 21 atoms, in Å:
C (1.93793, -1.14069, 0.43951)
N (1.46188, 0.18707, -0.10565)
C (0.04339, 0.65691, 0.45689)
C (-0.43702, 1.94269, -0.22949)
C (-1.71356, 2.43916, 0.41898)
O (-1.88710, 2.57851, 1.64663)
C (-1.12909, -0.34178, 0.27461)
H (2.49063, -1.03475, 1.32461)
H (2.62811, -1.52988, -0.24685)
H (1.01874, -1.94673, 0.51625)
H (1.49681, 0.39530, -1.07603)
H (0.16666, 0.70584, 1.46285)
H (0.42472, 2.65118, -0.10451)
H (-0.55650, 1.76240, -1.31162)
H (-2.51276, 2.51254, -0.22443)
H (-1.03189, -0.72513, -0.72223)
H (-1.13544, -1.25850, 0.85845)
H (-2.05549, 0.12846, 0.54813)
H (0.83912, -2.91770, -1.76226)
H (-0.10396, -2.59338, -0.60038)
O (0.05484, -2.47153, -1.56346)

Properties
Kohn-Sham gap = 9.592 eV
Maximum force = 0.08867 hartree/bohr
Energy = -403.45581 Ha
SMILES string = CN[C@H](C)CC=O.O